DFT (the ωB97M-V functional and the def2-TZVPD basis) results for a cluster of 11 separate species, C32H93N15O11 in total.

Structure (XYZ):
```
151
Properties=species:S:1:pos:R:3:forces:R:3:mulliken_charge:R:1
C -3.522353 -6.444074 -0.950667 -1.1 -1.4 -0.6 -0.4588
O -2.263178 -6.995775 -1.286693 0.4 0.8 0.5 -0.4159
C -1.382457 -6.074437 -1.903942 -0.3 0.4 -1.0 -0.9619
C -0.596971 -5.158897 -0.987110 0.4 1.4 2.3 0.7772
C -1.391554 -4.046946 -0.263403 -1.3 -1.2 0.5 -1.5345
N 0.515243 -4.474201 -1.627173 0.2 0.1 -1.5 -0.3826
H -3.554479 -5.438805 -0.544541 0.3 0.0 0.1 0.1249
H -4.004123 -7.171764 -0.292332 0.3 0.3 0.5 0.2609
H -4.196841 -6.517869 -1.815423 0.2 0.5 -0.3 0.3041
H -0.759911 -6.645177 -2.596217 0.5 -0.1 0.5 0.3838
H -1.929968 -5.421738 -2.603556 -0.3 0.1 0.1 0.3908
H -0.177868 -5.674774 -0.111109 0.0 -0.8 -0.5 0.1046
H -0.817670 -3.428353 0.423804 0.6 -0.1 -0.5 0.1121
H -2.040346 -4.545930 0.468023 -0.5 0.2 -0.3 0.4133
H -1.964946 -3.409034 -0.941822 -0.1 0.0 0.0 0.6375
H 0.642788 -3.609607 -1.112076 0.3 -0.1 0.3 0.1976
H 0.154130 -4.071810 -2.498480 0.2 -0.2 -0.1 0.1285
C -3.306000 2.604510 1.450688 1.2 -0.6 -1.1 -1.0362
O -4.272298 1.638562 1.802509 -0.2 1.2 0.1 -0.2598
C -5.409885 1.712017 0.946053 0.5 -1.3 0.5 -0.5097
C -6.517976 0.916787 1.611304 -2.1 -0.2 -0.7 1.1621
C -7.442027 0.312301 0.542325 -1.4 0.8 0.0 -1.6713
N -7.354165 1.812426 2.429150 0.8 1.2 0.7 -0.7923
H -2.891765 2.385803 0.451968 -0.3 0.0 -0.2 0.1499
H -2.407863 2.498863 2.058421 -0.4 0.2 0.6 0.3847
H -3.637585 3.642679 1.377382 -0.4 0.0 0.6 0.5187
H -5.758704 2.724216 0.727649 0.1 0.1 0.3 0.4543
H -5.125968 1.236161 -0.001520 -0.1 0.0 -0.1 0.0083
H -6.221224 0.109382 2.283075 0.9 -0.2 -0.4 -0.0698
H -8.189259 -0.303058 1.050200 0.4 -0.7 -0.3 0.4144
H -7.030710 -0.100387 -0.376798 0.5 -0.7 0.6 0.1623
H -8.119477 1.069730 0.122937 0.4 0.5 0.3 0.5047
H -6.773799 2.134904 3.201123 0.1 0.3 -0.2 0.2260
H -8.170703 1.469341 2.919510 0.0 -0.8 -0.6 0.2483
C 4.081773 2.151686 -1.810963 -1.3 -0.8 -2.2 -0.7080
O 5.262280 2.758503 -1.416910 0.2 0.4 1.1 -0.2477
C 5.805062 3.714361 -2.296394 -0.4 -0.3 -1.0 -0.7507
C 6.979565 4.445093 -1.678321 0.3 0.3 1.1 0.5954
C 6.641213 5.008638 -0.300635 -1.2 0.0 0.0 -1.3463
N 7.460786 5.479225 -2.571242 0.4 0.8 -0.7 -0.7502
H 4.132301 1.590863 -2.759796 0.9 -0.1 0.0 0.5099
H 3.256944 2.816708 -2.111032 0.1 0.7 0.8 0.3525
H 3.684512 1.389677 -1.144771 0.4 0.4 0.7 0.0008
H 6.104452 3.182726 -3.207344 0.3 0.1 -0.1 0.3125
H 5.071166 4.450068 -2.656888 -0.3 0.0 0.4 0.3083
H 7.767960 3.699716 -1.536702 0.2 0.1 -0.2 0.2021
H 6.297073 4.161335 0.295251 0.2 0.3 0.5 0.2890
H 5.807425 5.721313 -0.364035 -0.3 -0.3 -0.3 0.2993
H 7.379187 5.647019 0.186415 0.6 -0.7 -0.1 0.3872
H 6.817734 6.266285 -2.641471 -0.6 -0.5 -0.1 0.2706
H 8.238780 5.973308 -2.142386 0.4 -0.6 0.0 0.2829
C 2.525792 -4.785281 -4.572261 -0.4 0.0 -1.2 -0.6573
O 3.356783 -3.645432 -4.460456 -1.0 0.3 0.9 -0.4057
C 3.404024 -3.186329 -3.107764 1.7 -0.5 0.6 -0.2246
C 4.233691 -1.914981 -3.026721 -0.3 0.0 0.6 0.2766
C 4.478292 -1.485115 -1.555708 -0.1 0.2 -0.4 -1.0517
N 3.528248 -0.819692 -3.723398 0.1 -0.5 0.4 -0.6063
H 2.588048 -5.073029 -5.624109 0.0 -0.1 0.0 0.3245
H 1.474123 -4.562249 -4.373409 0.0 0.2 0.2 0.1682
H 2.789978 -5.660189 -3.972069 0.4 0.3 0.3 0.3171
H 2.494933 -2.966047 -2.537618 -0.7 -0.3 -0.9 -0.1366
H 3.892195 -4.012906 -2.575726 0.1 0.2 0.4 0.5240
H 5.201506 -2.072064 -3.507199 0.0 -0.1 0.0 0.3905
H 3.646513 -1.013898 -1.021182 -0.5 0.0 -0.7 -0.0213
H 5.226633 -0.696216 -1.637410 0.3 -0.2 0.5 0.2526
H 4.734919 -2.300341 -0.878279 0.6 -0.1 -0.3 0.4623
H 2.753583 -0.639130 -3.084460 -0.3 0.3 -0.4 0.0928
H 3.141845 -1.262751 -4.553668 -0.2 0.3 -0.1 0.3410
C -0.969112 3.591148 -2.344786 1.8 0.4 0.5 -0.0757
O -0.821897 3.844851 -0.954605 -0.4 -0.4 0.8 0.0814
C -1.371590 5.090314 -0.587874 -0.6 1.3 -0.6 -1.3753
C -0.834800 5.735787 0.688529 0.7 -2.5 1.3 1.4167
C -1.503110 7.039249 1.091546 -0.3 -0.2 -1.1 -1.6589
N 0.636902 5.823401 0.708818 -0.1 0.6 -1.6 -0.5611
H -0.168722 4.193551 -2.794087 -0.6 0.3 -0.7 0.4101
H -1.957223 3.806941 -2.749293 0.0 -0.1 0.0 0.4081
H -0.611910 2.578994 -2.525763 -0.6 -0.2 0.1 -0.4874
H -1.171377 5.796195 -1.410483 -0.1 0.1 -0.1 0.5557
H -2.462857 5.012816 -0.493065 -0.1 -0.1 -0.1 0.2999
H -1.005863 4.977155 1.466569 -0.5 0.3 0.2 -0.2671
H -1.274303 7.298252 2.120263 0.2 0.1 -0.1 0.3527
H -2.589858 6.992658 0.983066 0.0 -0.3 0.2 0.3650
H -1.209515 7.810285 0.373990 0.3 0.3 0.3 0.3690
H 1.070457 4.903265 0.663710 -0.3 -0.2 0.5 0.0209
H 0.839853 6.131597 -0.247733 0.5 0.6 0.3 0.3942
C 2.563985 2.283645 1.396244 1.8 1.1 -1.1 -0.5851
O 2.373975 3.340306 2.325745 -1.2 -0.4 0.0 -0.4913
C 1.075696 3.272352 2.903345 1.0 -0.7 1.1 -0.3344
C 0.904420 4.412591 3.879347 0.4 1.3 0.2 0.2029
C 1.908026 4.357548 5.032124 0.5 -0.9 -0.5 -1.4560
N -0.440890 4.458745 4.419819 -0.9 -0.3 0.1 -0.5979
H 2.202923 1.266323 1.556346 -0.3 0.2 0.8 0.2367
H 3.653903 2.279218 1.315601 0.0 -0.6 -0.1 0.3539
H 2.244667 2.593451 0.395563 -0.5 -0.1 0.1 0.1139
H 0.287419 3.168059 2.152533 -0.1 0.2 0.0 -0.0081
H 1.123784 2.370093 3.536923 -0.7 -0.3 -0.2 0.6520
H 1.060451 5.352445 3.337269 0.0 -0.1 -0.1 0.2792
H 2.896990 4.073809 4.662247 0.1 0.3 0.1 0.2871
H 1.596200 3.542282 5.692879 0.0 0.1 0.2 0.3462
H 1.979777 5.287437 5.592528 -0.1 0.0 0.0 0.4096
H -0.511473 5.216030 5.091110 0.0 0.2 -0.2 0.2763
H -0.598160 3.641643 5.007237 0.0 -0.1 -0.2 0.2847
C 0.942427 -7.577897 3.808076 0.6 0.2 -1.1 -0.8122
O 1.408049 -6.236721 3.974677 -0.6 -0.7 -0.3 -0.3717
C 1.051004 -5.401502 2.908018 0.5 2.3 0.0 -0.9686
C 1.424214 -3.962346 3.293140 -0.2 1.0 0.8 1.9556
C 2.866371 -3.701870 3.749008 0.7 -0.7 -1.2 -1.5897
N 0.475349 -3.404993 4.260855 -0.4 -0.1 0.7 -0.5733
H -0.057817 -7.777285 4.192853 0.1 0.2 0.4 0.2743
H 1.707461 -8.244005 4.200427 -0.2 -0.1 0.4 0.2916
H 0.891607 -7.791073 2.735027 0.0 -0.1 0.0 0.3270
H 1.571085 -5.512741 1.946867 0.3 -1.1 0.2 0.4085
H -0.009136 -5.326741 2.645905 -0.2 -0.6 0.4 0.4620
H 1.232450 -3.360008 2.397884 0.2 -0.2 -0.2 -0.9221
H 3.064805 -2.665215 4.021205 -0.4 0.0 0.2 0.4317
H 3.528115 -3.880008 2.890732 0.1 -0.1 0.1 0.3548
H 3.226590 -4.362533 4.536742 -0.3 0.0 0.2 0.2975
H 0.564691 -3.849566 5.171043 0.0 -0.4 -0.2 0.2488
H 0.725548 -2.443951 4.468177 0.0 0.1 -0.3 0.2565
N -5.652679 -0.462392 -2.746455 -0.3 -1.0 0.3 -0.4048
C -4.503925 -1.015442 -2.208188 0.0 0.5 -0.2 0.5584
N -3.417544 -0.232627 -2.399075 0.2 -0.4 0.5 0.0336
O -4.419090 -2.085790 -1.619738 -0.7 0.2 -0.3 -0.6083
H -5.742659 0.499787 -3.004929 0.2 0.1 -0.1 0.1474
H -6.488204 -1.020276 -2.739685 0.0 0.0 0.1 0.2497
H -3.476485 0.654834 -2.856665 0.4 0.0 -0.1 0.1885
H -2.580717 -0.617632 -1.986165 0.3 0.5 -0.3 -0.2277
N -3.842840 -1.309166 3.414313 -0.7 -0.2 -0.6 -0.4047
C -3.332163 -1.994847 2.325994 0.9 0.4 1.1 0.4503
N -4.290330 -2.318623 1.435652 0.1 -0.3 -0.5 -0.1027
O -2.131362 -2.242668 2.235933 -0.5 -0.3 -0.4 -0.5063
H -3.387013 -1.263543 4.303283 0.4 0.2 -0.2 0.2303
H -4.553312 -0.652419 3.150405 -0.1 0.3 0.7 0.0240
H -5.215828 -1.954325 1.551138 -0.1 -0.2 0.0 0.1410
H -4.089206 -2.834768 0.593235 0.2 0.4 -0.1 0.0530
N 0.268150 -1.191963 0.843371 0.5 0.5 -0.2 0.3869
C 0.206350 -0.213547 -0.086163 0.3 -0.7 -0.2 -0.2708
N -1.059082 0.271620 -0.295503 -0.7 0.6 -0.3 1.2175
O 1.184443 0.101806 -0.763619 -0.5 0.4 0.1 -0.3673
H 1.155676 -1.664261 0.827631 -0.2 -0.2 0.5 0.0099
H -0.507868 -1.435427 1.441735 0.0 -0.4 0.1 -0.2244
H -1.814553 -0.008076 0.312524 0.1 -0.1 0.1 -0.2043
H -1.177703 1.200862 -0.669701 0.4 0.1 0.1 -0.3974
N -0.107285 0.325302 -3.632069 -0.2 -0.1 -0.9 0.1023
C -0.073234 -0.863591 -4.315436 -0.8 -0.4 1.8 0.4589
N 0.406216 -0.794249 -5.565055 0.6 -0.1 -1.6 -0.3762
O -0.479444 -1.899179 -3.787034 0.5 0.3 -0.4 -0.5408
H 0.243116 1.148229 -4.084565 0.2 0.2 0.4 0.1280
H -0.344368 0.304823 -2.657019 0.3 0.0 0.1 -0.4494
H 0.679253 -1.625884 -6.058691 -0.3 -0.2 0.3 0.2457
H 0.674775 0.053480 -6.030394 0.0 0.2 0.4 0.1410
```
Forces are in eV/Å.

## Properties
E = -79564.8717 eV
HOMO-LUMO gap = 8.68 eV
Energy relative to the best compared isomer or geometry (same formula, charge and spin) = 337.9 kJ/mol
LUMO energy = 0.0418 eV
SMILES string = COC[C@H](C)N.COC[C@H](C)N.COC[C@H](C)N.COC[C@H](C)N.COC[C@H](C)N.COC[C@H](C)N.COC[C@H](C)N.NC(N)=O.NC(N)=O.NC(N)=O.NC(N)=O